[1]
C30H28NO | the ωB97M-V functional and the def2-TZVPD basis

Last column: Mulliken charge in e.
Positions of all 60 atoms, in Å:
O: -1.56714 4.65823 1.82137  -0.43
N: -1.45320 -4.50909 -0.27315  0.21
C: -1.18110 5.92069 1.34534  0.41
C: 1.55727 -1.61878 -2.02483  -0.49
C: -1.06774 3.50948 1.22127  0.45
C: -1.36760 -2.10788 2.37140  -0.51
C: 0.14028 6.36548 1.41510  -0.32
C: -1.83771 -2.30151 -0.18165  -1.04
C: -0.12273 1.20018 -0.12508  1.13
C: 0.75328 2.07302 0.58958  -0.35
C: 0.22513 0.00443 -0.81052  -0.11
C: -1.82884 7.86355 0.08765  -0.37
C: -2.41911 -3.61995 -2.36919  -1.70
C: -1.97477 2.67724 0.54501  -0.77
C: -1.42712 -2.72475 1.11788  0.82
C: 3.95274 -1.82011 -1.77743  1.22
C: -0.66538 -4.23843 3.35518  -0.65
C: -1.36505 -5.86629 -0.78307  -0.96
C: -2.18621 6.69740 0.76060  -0.37
C: 0.47791 7.55206 0.75449  -0.53
C: 3.93937 -0.74669 -0.87881  -1.12
C: 1.50479 -0.53609 -1.08820  0.67
C: -0.49882 8.29223 0.08462  -0.48
C: 2.74384 -2.24006 -2.35524  -0.77
C: 5.22637 -2.52392 -2.10908  -1.42
C: -0.97683 -2.87180 3.47637  -0.64
C: -1.50058 1.58643 -0.14933  -0.67
C: 2.75261 -0.13039 -0.52087  -0.42
C: -1.92013 -3.44033 -0.99015  0.10
C: -1.13515 -4.11980 1.02324  0.51
C: -0.77013 -4.88970 2.11627  -0.95
C: 0.28812 3.17982 1.28388  -0.71
H: -0.98207 -6.51091 0.01238  0.32
H: -1.61367 -3.91233 -3.06199  0.34
H: -1.64177 -1.05334 2.44583  0.46
H: -0.68844 -5.92132 -1.64739  0.30
H: -3.21493 -4.38142 -2.42925  0.43
H: -2.35137 -6.23444 -1.09648  0.31
H: 0.62366 -1.96351 -2.47147  0.29
H: 0.88069 5.78644 1.96592  0.39
H: 1.51509 7.88853 0.77702  0.37
H: -2.18339 -1.30804 -0.43559  1.28
H: 2.79383 0.64616 0.23069  0.38
H: -2.83532 -2.66498 -2.70884  0.36
H: -2.19850 0.98414 -0.73298  0.36
H: -3.21519 6.34348 0.80427  0.42
H: 2.76365 -3.07047 -3.06528  0.41
H: -0.59242 -0.47331 -1.34620  0.61
H: -0.91247 -2.40538 4.46038  0.38
H: 1.81954 1.89509 0.61573  0.14
H: 6.06735 -2.05321 -1.59226  0.37
H: -0.34927 -4.79917 4.23289  0.39
H: -3.03271 2.93485 0.54819  0.47
H: -2.60180 8.43744 -0.42353  0.36
H: 5.41794 -2.50595 -3.18867  0.35
H: -0.22326 9.20960 -0.43645  0.38
H: 5.17650 -3.57663 -1.80407  0.34
H: -0.57645 -5.95354 1.99415  0.26
H: 0.97460 3.79606 1.86392  0.51
H: 4.88387 -0.40854 -0.44357  0.32

HOMO energy = -9.97 eV
orbital gap = 0.1692 Eh
LUMO = -5.363 eV
total charge = +1
relative energy (zero: lowest compared OMol25 entry of this formula, charge and spin) = 24.3 kcal/mol
F_max = 1.6 eV Å⁻¹
multiplicity = 1
total energy = -1289.7097 Eh

[2]
C54H92GaN17O9PS | the ωB97M-V functional and the def2-TZVPD basis

Last column: Mulliken charge in e.
Positions of all 175 atoms, in Å:
Ga: -2.42679 0.37821 -3.05894  -0.80
S: 0.25178 -1.31574 -4.57053  -0.46
P: -1.65032 -1.61390 -4.12190  0.44
O: 0.38365 4.62196 -3.96355  -0.34
O: -2.55955 -1.74564 -5.60236  -0.57
O: -5.63711 4.95490 -3.27280  -0.33
O: -0.90644 -1.34830 -0.74140  0.01
O: -1.52983 2.73866 -4.36463  0.20
O: 0.06769 -2.04839 1.23386  -0.49
O: 0.89599 0.18098 -0.42865  -0.69
O: -1.86784 -3.01659 -3.16811  -0.52
O: 1.57732 4.16961 -1.09792  -0.28
N: 5.04091 -9.43347 3.66172  -0.49
N: -6.17117 3.82114 -4.46635  -0.50
N: 4.08034 -4.05109 -1.95431  -0.42
N: 0.38880 6.24829 -7.96175  -0.50
N: -9.82978 8.93513 -3.47254  -0.46
N: 4.67769 -3.67384 3.34207  -0.50
N: 9.11543 -7.20758 7.15864  -0.43
N: 5.71752 5.85230 -9.37675  -0.43
N: -4.83528 3.53849 3.56073  -0.59
N: -6.92911 6.41641 0.47714  -0.51
N: 1.36447 -7.35564 0.98326  -0.51
N: 5.74271 -0.56823 -0.28468  -0.60
N: 3.10355 -6.51172 6.01708  -0.48
N: -1.43391 2.35143 2.32609  -0.44
N: 0.30274 -8.70983 9.82401  -0.54
N: 3.47099 -6.89851 11.35899  -0.44
N: 9.62657 -6.60100 1.57530  -0.39
C: -10.73426 8.36103 -2.99021  0.42
C: 0.31114 -7.75239 10.50641  0.46
C: -0.53551 4.97243 -5.01931  0.41
C: -5.51163 1.93089 0.94522  -0.90
C: 0.32176 -6.53312 11.37593  -0.82
C: -6.38837 3.27732 -5.51093  0.48
C: -1.37936 0.16346 3.85760  -0.92
C: 1.53993 6.01158 -7.95790  0.35
C: -3.94954 4.18304 3.13368  0.63
C: 3.00795 5.70915 -7.95305  -0.70
C: -6.66073 2.60515 -6.82619  -1.13
C: 10.21217 -9.18514 1.92805  -0.71
C: 3.27248 2.25101 -1.19703  -0.72
C: 7.08234 -8.56588 8.25733  -0.66
C: 5.81928 -8.55290 3.68204  0.28
C: 3.47858 -1.71055 0.57112  0.65
C: 9.88430 -7.73648 1.72999  0.33
C: -4.29543 5.59444 -3.18702  -0.41
C: 2.45180 -6.10665 3.09549  0.05
C: 2.21004 -7.10741 6.49491  0.45
C: -1.53791 3.75666 -5.40732  -0.50
C: -0.23271 -0.09847 -0.90632  -0.15
C: -4.11120 1.62357 0.19026  2.02
C: -7.17802 7.28628 -0.27364  0.51
C: 5.54885 -2.89564 3.46476  0.45
C: 5.30588 7.93501 -11.00127  -0.79
C: 6.81205 -7.42981 3.70807  0.18
C: 5.53661 6.76751 -10.09070  0.43
C: -2.82770 5.01521 2.58931  -0.84
C: 4.04802 -9.48548 11.70433  -0.79
C: -0.94138 1.05244 -1.79397  0.18
C: -6.83540 3.13109 -1.87287  -0.42
C: 8.21649 -7.80642 7.63891  0.29
C: 1.07001 -7.86605 7.10415  -0.55
C: 5.13343 -3.66192 -2.30010  0.40
C: 2.77819 3.68547 -1.73893  -0.04
C: -11.88680 7.62727 -2.37514  -0.76
C: -0.15414 4.92466 -2.64955  0.39
C: 0.47948 -3.62767 -0.63221  -0.70
C: -7.49526 8.39288 -1.23298  -0.59
C: 6.47603 -3.16362 -2.73907  -0.81
C: 4.74721 -1.07044 0.09196  0.22
C: 3.72509 -8.03523 11.51071  0.37
C: -4.21145 0.12441 -2.06945  -0.05
C: -5.45563 3.75055 -2.40493  1.12
C: 1.07280 5.38375 -1.69772  -0.69
C: 1.84441 -6.80192 1.91374  0.23
C: -4.10752 0.15357 -0.46757  -0.70
C: -7.24104 3.55765 -0.37692  -0.98
C: -6.05590 3.43029 0.71433  -0.26
C: -1.40989 1.39122 3.00115  0.45
C: -0.12726 -2.28232 0.01101  0.45
C: -2.58021 1.76893 -4.62113  0.04
C: 6.65928 -1.90211 3.62116  -0.93
H: 5.00137 -9.58718 12.22553  0.32
H: 6.14478 -8.03120 8.09390  0.21
H: -4.92129 2.98326 -3.08758  -0.81
H: 4.11653 -9.98292 10.73543  0.25
H: -2.32049 1.26874 -5.64130  0.30
H: -0.63938 -6.02013 11.31020  0.33
H: 7.47618 -7.50201 2.84579  -0.08
H: -8.07075 2.81870 -0.04174  0.37
H: -0.09330 1.47148 -2.45875  0.43
H: 0.99756 -8.85580 6.65009  0.30
H: -7.14766 1.64338 -6.65670  0.26
H: -2.14809 5.29520 3.39594  0.36
H: 0.08273 5.22001 -5.96396  -0.69
H: 0.60926 6.09564 -0.90989  0.29
H: -3.80891 2.44661 -0.55115  -0.33
H: 4.35039 2.39423 -0.81392  0.37
H: 11.16570 -9.28195 2.44961  0.27
H: 7.37768 -2.01761 2.80805  0.28
H: 2.55148 3.53909 -2.86872  0.12
H: -3.28897 1.62850 1.00570  -1.23
H: 5.07817 8.82534 -10.41283  0.27
H: -7.73013 9.30566 -0.68260  0.34
H: 3.53449 -1.88550 1.64677  0.16
H: 0.50217 -6.81907 12.41326  0.28
H: -1.16298 5.92289 -4.79972  0.29
H: -6.63824 8.57910 -1.88226  0.27
H: 1.22892 -7.97820 8.17760  0.02
H: -7.66543 4.64109 -0.39049  0.22
H: -5.05779 -0.38309 -0.07046  0.55
H: 6.50864 -2.07507 -2.66814  0.26
H: -0.35819 -0.03299 4.18812  0.32
H: 3.38539 5.68742 -8.97444  0.17
H: -5.38638 1.77684 2.08558  0.35
H: 3.65619 4.42502 -1.68240  0.27
H: 6.19947 8.12188 -11.59890  0.30
H: -4.29243 6.16047 -2.17830  0.24
H: -0.53482 3.93286 -2.18240  -0.29
H: 9.43136 -9.66484 2.52098  0.26
H: 7.40762 -7.48117 4.62162  0.02
H: -11.72810 7.52075 -1.30068  0.27
H: 3.26578 -9.96415 12.29560  0.30
H: 3.11025 -6.79050 3.63162  0.07
H: 3.18575 4.73841 -7.48726  0.32
H: -4.73552 4.08784 -1.57570  0.30
H: -3.63270 2.20876 -4.73154  -0.30
H: -3.22015 -0.41670 -0.02864  -0.20
H: 6.29062 -6.47122 3.67697  0.05
H: 2.65131 1.83496 -0.33325  0.00
H: -6.51265 3.76271 1.72685  0.53
H: -3.47100 4.78269 -3.19877  -0.07
H: -4.07869 6.28312 -4.07210  0.35
H: 3.32915 -2.66462 0.06246  -0.13
H: -8.35238 8.11756 -1.84677  -0.04
H: -5.21378 4.18516 0.50444  -0.05
H: 7.25496 -3.58562 -2.10189  0.25
H: -1.42142 -3.74020 -3.66907  0.31
H: 4.46827 7.72542 -11.66864  0.27
H: 1.66565 -5.76746 3.77106  0.23
H: -0.32639 -4.42491 -0.83155  0.33
H: -2.27394 4.45103 1.83830  0.17
H: 3.03104 -5.24343 2.76185  0.00
H: 7.24921 -8.67313 9.33053  0.30
H: -6.35496 1.19852 0.63864  0.43
H: -2.04651 -1.15684 -6.21573  0.33
H: -1.22267 3.24217 -6.38794  0.35
H: 1.82947 5.92879 -2.37476  0.26
H: -2.01665 0.30526 4.73227  0.35
H: 7.01020 -9.55736 7.80698  0.28
H: 1.11141 -5.85358 11.05210  0.31
H: -1.74037 -0.69482 3.28814  0.22
H: -4.94808 0.91057 -2.47633  -0.24
H: -11.97627 6.63571 -2.82181  0.27
H: 1.23353 -4.13068 0.08412  0.09
H: 6.66199 -3.45970 -3.77296  0.32
H: -12.81215 8.17983 -2.54563  0.30
H: 3.24921 1.49281 -2.06960  0.21
H: 2.62853 -1.05681 0.35963  -0.25
H: -4.65804 -0.90182 -2.37461  0.48
H: -6.73073 1.98377 -1.90751  0.15
H: 0.13493 -7.32865 6.93711  0.29
H: 0.97484 -3.41397 -1.65767  0.19
H: -7.31335 3.23229 -7.43698  0.34
H: 10.28263 -9.68532 0.96080  0.27
H: -3.22951 5.92107 2.13081  0.33
H: -5.72330 2.43998 -7.36143  0.28
H: -2.61033 4.15841 -5.55642  0.20
H: -7.71078 3.40486 -2.57649  0.35
H: 6.25609 -0.88831 3.59868  0.30
H: 7.16899 -2.06198 4.57280  0.35
H: 3.54355 6.47642 -7.39198  0.28
H: -1.02141 5.67030 -2.67948  0.26
H: -1.27876 1.91968 -1.12600  0.16

HOMO energy = -4.70 eV
orbital gap = 0.2116 Eh
LUMO = 1.055 eV
total charge = -1
F_max = 14.8 eV Å⁻¹
multiplicity = 1
total energy = -6384.6764 Eh

Q: The highest total energy belongs to which entry?
A: C30H28NO

Q: The highest HOMO energy belongs to which entry?
A: C54H92GaN17O9PS